(1)
The following is a DFT calculation (wB97M-V/def2-TZVPD) of a 4-piece molecular cluster, CH10NO4 overall at a distorted geometry.

Calculated values
Total energy (eV): -10879.9921
Total charge: -1
Multiplicity: 1
Relative energy (zero: lowest compared OMol25 entry of this formula, charge and spin) (eV): 0.897

Structure (XYZ):
```
16
Properties=species:S:1:pos:R:3:forces:R:3
N -0.149 -2.471 0.061 -2.7 1.0 -1.8
C -1.117 -1.503 0.698 0.3 -0.9 1.8
O -0.640 -0.303 1.135 -0.5 -0.5 0.1
H 0.056 -2.037 -0.839 0.4 -0.3 0.1
H 0.647 -2.404 0.599 2.3 0.1 1.4
H -1.969 -1.399 0.025 -0.2 -0.1 -0.3
H -1.420 -2.078 1.609 -0.5 0.1 -0.5
H 2.177 -0.133 0.842 0.3 -0.4 0.0
H 0.621 0.147 0.761 -1.2 -0.8 0.7
O 1.532 0.529 0.634 1.7 1.7 -0.7
H 0.530 2.250 -1.698 0.3 0.8 -1.4
H 1.330 1.523 -0.848 2.0 -0.3 -1.3
O 1.422 1.873 -1.812 -1.7 -0.3 2.5
H -1.375 0.948 0.353 0.7 -0.3 -0.6
H -0.474 1.247 -0.898 -1.2 -0.4 0.7
O -1.360 1.432 -0.522 0.1 0.8 -0.7
```
Positions in Å, forces in eV/Å.



(2)
The following is a DFT calculation (wB97M-V/def2-TZVPD) of C3H7CsNO as an isolated structure at a distorted geometry.

Calculated values
Total energy (eV): -7307.9308
Total charge: 0
Multiplicity: 2
Relative energy (zero: lowest compared OMol25 entry of this formula, charge and spin) (eV): 0.239

Structure (XYZ):
```
13
Properties=species:S:1:pos:R:3:forces:R:3
Cs 3.860 -1.865 0.649 0.1 0.1 0.0
C -0.460 1.505 0.631 -0.7 0.8 0.7
C 0.593 0.603 0.137 3.2 2.0 -0.7
O 1.763 0.937 -0.114 -0.4 0.6 1.1
N 0.293 -0.649 -0.060 -2.0 -2.8 -1.2
C -0.959 -0.983 -0.758 -0.5 -1.6 1.4
H -1.384 1.379 0.068 0.1 0.3 -0.1
H -0.146 2.547 0.700 0.1 -0.1 -0.5
H -0.720 1.246 1.657 0.0 -0.3 0.1
H 1.074 -1.271 -0.209 -0.1 0.2 -0.5
H -0.876 -1.923 -1.304 0.5 0.2 -0.2
H -1.398 -0.251 -1.437 0.4 0.2 0.3
H -1.641 -1.276 0.040 -0.7 0.4 -0.3
```
Positions in Å, forces in eV/Å.